Record 1
# C10H20NO4

A 3-piece molecular cluster, C10H20NO4 overall (the ωB97M-V functional and the def2-TZVPD basis, OMol25).

Electronic energy: -748.613586 hartree
Total charge: -1
E_LUMO: 0.0886 hartree
HOMO energy: -1.4 eV

Geometry as XYZ:
```
35
C10H20NO4 the ωB97M-V functional and the def2-TZVPD basis
O 0.365 4.677 -2.985
C 0.712 3.617 -3.504
C 1.910 2.811 -3.108
N 2.863 3.236 -4.085
O 3.370 4.552 -3.622
H 0.259 3.288 -4.464
H 1.724 1.733 -3.210
H 2.188 3.041 -2.057
H 2.699 4.930 -3.036
C -0.746 -1.974 -2.658
C -0.678 -2.267 -1.159
C 0.113 -1.067 -0.653
O -0.217 0.017 -1.515
C -0.906 -0.457 -2.666
H -1.560 -2.485 -3.171
H 0.193 -2.256 -3.139
H -1.680 -2.268 -0.724
H -0.201 -3.217 -0.918
H 1.193 -1.252 -0.717
H -0.135 -0.796 0.372
H -1.962 -0.172 -2.594
H -0.480 0.019 -3.549
C -1.297 -0.982 4.974
C 0.201 -0.969 4.674
C 0.239 -1.590 3.283
O -0.983 -1.215 2.648
C -1.884 -0.661 3.605
H -1.598 -0.265 5.737
H -1.609 -1.978 5.298
H 0.568 0.058 4.639
H 0.799 -1.522 5.396
H 0.292 -2.683 3.337
H 1.072 -1.233 2.676
H -1.950 0.421 3.447
H -2.873 -1.093 3.447
```

---

Record 2
# C3H8NS

An isolated ion of composition C3H8NS and charge -2 (the ωB97M-V functional and the def2-TZVPD basis, OMol25).

Spin multiplicity: 2
Electronic energy: -571.879067 hartree
Total charge: -2
ΔE to the lowest compared entry with this formula, charge and spin: 85.58 kJ/mol
E_LUMO (spin up / spin down): 0.2258 / 0.2217 hartree
HOMO energy (spin up / spin down): 4.1 / 0.3 eV

Geometry as XYZ:
```
13
C3H8NS the ωB97M-V functional and the def2-TZVPD basis
C -0.617 0.675 1.519
N -0.581 1.034 0.039
C 0.495 0.363 -0.727
C 0.453 -1.183 -0.899
S 2.062 -1.772 -1.512
H 0.266 0.193 1.947
H -1.571 0.033 1.582
H -1.041 1.559 2.007
H -1.427 0.795 -0.506
H 0.557 0.836 -1.707
H 1.497 0.652 -0.361
H -0.351 -1.591 -1.531
H 0.256 -1.594 0.150
```

---

Record 3
# C3H11N3O

A 2-piece molecular cluster, C3H11N3O overall (the ωB97M-V functional and the def2-TZVPD basis, OMol25).

Electronic energy: -360.272728 hartree
SMILES: [H]/N=C/NN.COC
ΔE to the lowest compared entry with this formula, charge and spin: 432.35 kJ/mol
E_LUMO: 0.0340 hartree
HOMO energy: -8.2 eV

Geometry as XYZ:
```
18
C3H11N3O the ωB97M-V functional and the def2-TZVPD basis
H 1.717 2.330 0.392
N 0.720 2.336 0.621
C 0.355 1.168 0.978
N -1.002 0.843 1.046
N -1.530 0.101 2.117
H 1.031 0.323 1.161
H -1.594 1.463 0.498
H -1.986 0.717 2.793
H -0.821 -0.424 2.628
C -0.873 -1.043 -0.897
O 0.339 -0.055 -1.423
C 1.492 -0.785 -1.739
H -1.890 -0.718 -0.672
H -1.000 -1.574 -1.840
H -0.408 -1.700 -0.164
H 2.023 -1.120 -0.834
H 2.177 -0.175 -2.340
H 1.250 -1.686 -2.325
```

---

Record 4
# C7H19B2NO5P

An isolated ion of composition C7H19B2NO5P and charge +1 (the ωB97M-V functional and the def2-TZVPD basis, OMol25).

Electronic energy: -1100.027210 hartree
Total charge: +1
E_LUMO: -0.1374 hartree
HOMO energy: -13.6 eV

Geometry as XYZ:
```
35
C7H19B2NO5P the ωB97M-V functional and the def2-TZVPD basis
C 1.401 -4.298 3.190
C 0.515 -3.074 2.927
O 0.078 -2.998 1.527
B -0.581 -1.859 1.267
O -1.041 -0.984 2.232
P -0.951 -1.324 -0.579
C 0.576 -0.483 -1.190
C 0.457 0.165 -2.595
O 0.074 1.534 -2.547
C 1.055 2.342 -2.011
O 2.179 2.233 -2.296
C 0.613 3.414 -1.011
C 1.453 4.705 -1.124
B -2.527 -0.174 -0.481
N -2.748 1.018 -1.269
O -3.475 -0.546 0.455
H 1.644 -4.270 4.264
H 0.901 -5.251 2.991
H 2.349 -4.174 2.653
H -0.367 -3.157 3.574
H 1.112 -2.180 3.137
H -1.783 -1.387 2.711
H -1.323 -2.442 -1.372
H 0.906 0.219 -0.409
H 1.362 -1.252 -1.259
H 1.406 0.058 -3.139
H -0.287 -0.366 -3.207
H -0.443 3.644 -1.237
H 0.614 3.029 0.021
H 2.303 4.713 -0.432
H 0.803 5.539 -0.820
H 1.799 4.895 -2.146
H -2.362 0.848 -2.199
H -2.313 1.848 -0.868
H -3.400 0.013 1.246
```

---

Which formula does entry 2 have?
C3H8NS

---

The highest electronic energy belongs to which entry?
C3H11N3O

---

electronic energy of number 1 (C10H20NO4)?
-748.613586 hartree

---

What did the fourth record say?
# C7H19B2NO5P

An isolated ion of composition C7H19B2NO5P and charge +1 (the ωB97M-V functional and the def2-TZVPD basis, OMol25).

Electronic energy: -1100.027210 hartree
Total charge: +1
E_LUMO: -0.1374 hartree
HOMO energy: -13.6 eV

Geometry as XYZ:
```
35
C7H19B2NO5P the ωB97M-V functional and the def2-TZVPD basis
C 1.401 -4.298 3.190
C 0.515 -3.074 2.927
O 0.078 -2.998 1.527
B -0.581 -1.859 1.267
O -1.041 -0.984 2.232
P -0.951 -1.324 -0.579
C 0.576 -0.483 -1.190
C 0.457 0.165 -2.595
O 0.074 1.534 -2.547
C 1.055 2.342 -2.011
O 2.179 2.233 -2.296
C 0.613 3.414 -1.011
C 1.453 4.705 -1.124
B -2.527 -0.174 -0.481
N -2.748 1.018 -1.269
O -3.475 -0.546 0.455
H 1.644 -4.270 4.264
H 0.901 -5.251 2.991
H 2.349 -4.174 2.653
H -0.367 -3.157 3.574
H 1.112 -2.180 3.137
H -1.783 -1.387 2.711
H -1.323 -2.442 -1.372
H 0.906 0.219 -0.409
H 1.362 -1.252 -1.259
H 1.406 0.058 -3.139
H -0.287 -0.366 -3.207
H -0.443 3.644 -1.237
H 0.614 3.029 0.021
H 2.303 4.713 -0.432
H 0.803 5.539 -0.820
H 1.799 4.895 -2.146
H -2.362 0.848 -2.199
H -2.313 1.848 -0.868
H -3.400 0.013 1.246
```